[1]
{"formula": "C23H22Cl3CrN2O4", "method": "the ωB97M-V functional and the def2-TZVPD basis", "species": ["Cr", "C", "C", "C", "C", "C", "H", "H", "H", "H", "H", "N", "C", "O", "C", "C", "H", "H", "H", "H", "H", "H", "C", "C", "C", "C", "Cl", "C", "C", "C", "O", "C", "C", "O", "O", "H", "H", "H", "H", "H", "H", "H", "H", "Cl", "C", "C", "C", "C", "C", "Cl", "C", "N", "H", "H", "H"], "xyz": [[-0.3559, -0.7285, 0.1087], [0.5185, 0.8799, 1.3584], [-0.1030, 2.1576, 1.0646], [0.7580, 2.9117, 0.2943], [1.9812, 2.1583, 0.1209], [1.8439, 0.9575, 0.7863], [0.3235, 0.3467, 2.2803], [-1.1051, 2.4439, 1.3722], [0.5435, 3.8801, -0.1473], [2.8294, 2.4610, -0.4810], [2.5719, 0.1582, 0.8270], [-2.7601, 1.4324, -2.4371], [-2.2106, 0.8522, -1.3381], [-1.0284, 0.5577, -1.3522], [-3.0213, 0.6246, -0.0933], [-2.3020, -0.3717, 0.8469], [-2.1953, 1.2727, -3.2602], [-3.7440, 1.2569, -2.5641], [-4.0362, 0.3362, -0.3983], [-3.1145, 1.6220, 0.3495], [-2.8271, -1.3252, 0.8561], [-2.2869, -0.0022, 1.8720], [5.6503, 0.4340, -1.6223], [4.6196, 1.1740, -2.4271], [4.7250, 2.5189, -2.6792], [3.7454, 3.1879, -3.4064], [3.9263, 4.9157, -3.7204], [2.6324, 2.5149, -3.8579], [2.5042, 1.1624, -3.6129], [3.5084, 0.4817, -2.9203], [3.4912, -0.8509, -2.6963], [2.3924, -1.5433, -3.3024], [1.0639, -1.2980, -2.5974], [0.0634, -1.3261, -3.3392], [1.1730, -1.1634, -1.3497], [6.3589, 1.1327, -1.1770], [6.2005, -0.2791, -2.2408], [5.1786, -0.1450, -0.8282], [5.5784, 3.0690, -2.2991], [1.8449, 3.0500, -4.3758], [1.6082, 0.6441, -3.9304], [2.6348, -2.5999, -3.2477], [2.3001, -1.2433, -4.3446], [-1.5268, -2.9043, -1.1597], [-1.4248, -3.8825, 0.2945], [-2.0538, -5.0979, 0.3134], [-1.9264, -5.9386, 1.4272], [-1.1337, -5.4713, 2.4863], [-0.5053, -4.2453, 2.4610], [0.4546, -3.7678, 3.8692], [-0.5739, -3.2892, 1.3479], [0.0008, -2.1382, 1.2858], [-2.6384, -5.4109, -0.5480], [-2.4035, -6.9102, 1.4593], [-1.0073, -6.0871, 3.3712]], "s2": 3.818, "e_above_lowest_ev": 0.405, "mol_weight_g_mol": 548.79, "multiplicity": 4, "total_charge": -2, "energy_ha": -3725.1860, "largest_force_ha_per_bohr": 0.0150}


[2]
{"formula": "C23H22ClN3O7S", "method": "the ωB97M-V functional and the def2-TZVPD basis", "species": ["C", "O", "C", "C", "C", "C", "N", "C", "C", "O", "N", "C", "C", "C", "C", "C", "Cl", "C", "C", "S", "O", "O", "C", "C", "C", "C", "C", "C", "N", "O", "O", "C", "O", "C", "C", "H", "H", "H", "H", "H", "H", "H", "H", "H", "H", "H", "H", "H", "H", "H", "H", "H", "H", "H", "H", "H", "H"], "xyz": [[0.3585, 3.6540, -2.9307], [-0.5455, 2.8808, -2.1694], [-0.0561, 1.8781, -1.4006], [1.2720, 1.4746, -1.3514], [1.6401, 0.4438, -0.5035], [0.7164, -0.1892, 0.3078], [1.1734, -1.1502, 1.2385], [0.6181, -2.4889, 1.2977], [0.6752, -3.0898, -0.1052], [1.5912, -3.7650, -0.5133], [-0.4133, -2.7842, -0.8465], [-0.4709, -3.0597, -2.2698], [0.1457, -1.9327, -3.0599], [1.5291, -1.8576, -3.1752], [2.1227, -0.8259, -3.8767], [1.3225, 0.1385, -4.4668], [2.0633, 1.4151, -5.3755], [-0.0558, 0.0947, -4.3467], [-0.6361, -0.9421, -3.6373], [1.7106, -0.4515, 2.6412], [2.7407, 0.4812, 2.3044], [1.9740, -1.4653, 3.6115], [0.3432, 0.5699, 3.2512], [0.2488, 1.8710, 2.7901], [-0.7323, 2.7146, 3.2850], [-1.5969, 2.2679, 4.2731], [-1.4937, 0.9738, 4.7542], [-0.5316, 0.1227, 4.2245], [-0.5190, -1.2522, 4.6930], [-0.8193, -2.0900, 3.8744], [-0.3066, -1.4384, 5.8621], [-0.6281, 0.2244, 0.2644], [-1.4900, -0.4308, 1.1030], [-2.8165, 0.0312, 1.2075], [-1.0028, 1.2372, -0.5966], [0.8635, 3.0531, -3.6900], [1.1036, 4.1364, -2.2917], [-0.2482, 4.4160, -3.4170], [2.0228, 1.9493, -1.9597], [2.6685, 0.1304, -0.4391], [1.2660, -3.0519, 1.9701], [-0.4054, -2.5010, 1.6862], [-1.0854, -2.1375, -0.4673], [0.0950, -3.9801, -2.4339], [-1.5137, -3.2143, -2.5549], [2.1399, -2.6155, -2.7099], [3.1956, -0.7730, -3.9730], [-0.6669, 0.8566, -4.8047], [-1.7120, -0.9831, -3.5482], [0.9676, 2.2030, 2.0584], [-0.8110, 3.7242, 2.9125], [-2.3493, 2.9283, 4.6760], [-2.1519, 0.6153, 5.5311], [-3.2809, -0.5950, 1.9675], [-3.3586, -0.0819, 0.2637], [-2.8490, 1.0774, 1.5247], [-2.0210, 1.5833, -0.6597]], "smiles": "COc1ccc(N(CC(=O)NCc2ccc(Cl)cc2)S(=O)(=O)c2ccccc2[N+](=O)[O-])c(OC)c1", "e_above_lowest_ev": 2.490, "mol_weight_g_mol": 519.96, "energy_ha": -2438.8795, "largest_force_ha_per_bohr": 0.0212}


[3]
{"formula": "C23H22ClNO3", "method": "the ωB97M-V functional and the def2-TZVPD basis", "species": ["C", "O", "C", "O", "C", "C", "C", "C", "C", "O", "C", "C", "C", "C", "C", "N", "C", "C", "C", "C", "C", "Cl", "C", "C", "C", "C", "C", "C", "H", "H", "H", "H", "H", "H", "H", "H", "H", "H", "H", "H", "H", "H", "H", "H", "H", "H", "H", "H", "H", "H"], "xyz": [[-1.4503, 0.1081, 6.6465], [-1.8123, -0.0998, 5.2904], [-2.7419, 0.7357, 4.7997], [-3.2454, 1.6163, 5.4541], [-3.0716, 0.4524, 3.3832], [-4.0293, 1.2467, 2.7559], [-4.3618, 1.0218, 1.4358], [-3.7489, -0.0035, 0.7232], [-4.1195, -0.2553, -0.7186], [-3.1124, -0.8922, -1.4692], [-1.9431, -0.2240, -1.6974], [-1.6598, 1.0663, -1.2664], [-0.4317, 1.6335, -1.5592], [0.5332, 0.9428, -2.2777], [1.8953, 1.5502, -2.5088], [2.7128, 1.6277, -1.3025], [2.9492, 0.3365, -0.6713], [3.7659, -0.5553, -1.5672], [4.8985, -0.0525, -2.1969], [5.6616, -0.8517, -3.0267], [5.2901, -2.1723, -3.2251], [6.2416, -3.1826, -4.2597], [4.1662, -2.6930, -2.6066], [3.4084, -1.8787, -1.7830], [0.2397, -0.3474, -2.7054], [-0.9805, -0.9243, -2.4242], [-2.8011, -0.8008, 1.3540], [-2.4584, -0.5755, 2.6725], [-2.3214, -0.0106, 7.2944], [-0.6964, -0.6398, 6.8784], [-1.0484, 1.1143, 6.7826], [-4.4958, 2.0386, 3.3218], [-5.1002, 1.6438, 0.9502], [-4.4297, 0.6826, -1.2008], [-4.9663, -0.9510, -0.7569], [-2.3775, 1.6360, -0.6973], [-0.2262, 2.6390, -1.2178], [1.7949, 2.5698, -2.8915], [2.4472, 0.9576, -3.2429], [2.2616, 2.2436, -0.6324], [2.0154, -0.1813, -0.3943], [3.5137, 0.5282, 0.2480], [5.1674, 0.9801, -2.0373], [6.5387, -0.4586, -3.5164], [3.8858, -3.7217, -2.7712], [2.5272, -2.2810, -1.3042], [0.9786, -0.9034, -3.2645], [-1.2147, -1.9239, -2.7554], [-2.3295, -1.5990, 0.8001], [-1.7188, -1.1921, 3.1581]], "smiles": "COC(=O)c1ccc(COc2ccc(CNCc3ccc(Cl)cc3)cc2)cc1", "mol_weight_g_mol": 395.89, "energy_ha": -1630.3275, "largest_force_ha_per_bohr": 0.0084}


[4]
{"formula": "C23H22CrI2N4O3", "method": "the ωB97M-V functional and the def2-TZVPD basis", "species": ["Cr", "I", "C", "C", "C", "I", "C", "O", "C", "C", "N", "C", "C", "C", "C", "C", "C", "N", "C", "H", "H", "H", "H", "H", "H", "H", "H", "H", "H", "H", "C", "C", "C", "C", "N", "C", "C", "H", "H", "H", "H", "H", "H", "H", "O", "C", "C", "C", "C", "O", "N", "H", "H", "H", "H"], "xyz": [[-0.2936, -0.4538, -0.4652], [6.0335, -3.3391, 2.0528], [4.5038, -2.3477, 1.0290], [4.2445, -2.6326, -0.3205], [3.2062, -2.0803, -0.9758], [2.7160, -2.5836, -2.8983], [2.4469, -1.0176, -0.4228], [1.4244, -0.4778, -1.1285], [2.7271, -0.6835, 0.9365], [1.8710, 0.2823, 1.6783], [0.4293, 0.0677, 1.4698], [-0.4521, 1.1063, 2.0833], [-1.8716, 0.7261, 1.7101], [-3.0284, 1.2626, 2.3520], [-4.2599, 0.9572, 1.8461], [-4.3818, 0.1466, 0.7019], [-3.2643, -0.4045, 0.1673], [-2.0488, -0.0921, 0.6402], [3.7451, -1.3147, 1.6812], [4.7614, -3.4536, -0.7932], [1.9791, 1.3225, 1.3908], [2.1647, 0.2488, 2.6854], [0.1825, -0.8625, 1.7741], [-0.1428, 2.0257, 1.6290], [-0.3701, 1.1269, 3.1963], [-3.0085, 2.0880, 3.0632], [-5.1776, 1.3846, 2.2669], [-5.3922, -0.1168, 0.2991], [-3.2702, -1.1616, -0.5919], [3.8518, -1.0975, 2.7301], [-0.4380, 5.7641, -1.4919], [-0.4611, 4.2850, -1.2365], [-1.6718, 3.6198, -1.0499], [-1.5991, 2.2298, -1.0317], [-0.4709, 1.4952, -1.1775], [0.6864, 2.2044, -1.2874], [0.7247, 3.5659, -1.3157], [0.3386, 6.2206, -0.8821], [-1.3910, 6.2467, -1.2747], [-0.1899, 5.8664, -2.5374], [-2.6860, 4.0468, -1.0463], [-2.4732, 1.5574, -0.9244], [1.5269, 1.5450, -1.4461], [1.6187, 4.1151, -1.5735], [-1.2663, -1.5106, -1.9204], [-0.8563, -2.5713, -1.3877], [-0.7515, -3.9778, -1.9607], [0.2311, -4.6263, -0.8982], [0.3341, -3.6293, 0.2713], [0.8487, -3.7110, 1.3432], [-0.3213, -2.4398, -0.1590], [-0.3422, -3.9376, -2.9681], [-1.7129, -4.5585, -1.9744], [1.1700, -4.8793, -1.4278], [-0.1731, -5.5467, -0.4301]], "s2": 3.774, "e_above_lowest_ev": 0.000, "mol_weight_g_mol": 708.26, "multiplicity": 4, "total_charge": 1, "energy_ha": -2974.1668, "largest_force_ha_per_bohr": 0.0549}